(1)
Formula: C43H43AsN2P2RuS2Te
Source: the OMol25 dataset
Level of theory: ωB97M-V with the def2-TZVPD basis set

Calculated values
Frontier orbital gap (spin up / spin down) = 7.24 / 3.86 eV
HOMO level (spin up / spin down) = -12.58 / -12.48 eV
Expectation value of S² = 6.025
LUMO (spin up / spin down) = -5.34 / -8.62 eV

Geometry as ORCA input:
```
! wB97M-V def2-TZVPD RIJCOSX def2/J DEFGRID3
* xyz 2 5
Ru -0.27958 0.50631 -0.50698
Te 1.97628 0.85759 -4.05698
C 1.30154 0.59435 -6.00296
C 1.52811 1.59201 -6.93599
C 1.07948 1.35955 -8.23231
N 0.46074 0.24243 -8.60976
C 0.27045 -0.70818 -7.69196
C 0.67079 -0.58761 -6.36856
C 0.58307 -0.40648 -3.15310
P 1.17511 -1.06374 -1.54625
C 2.94533 -1.25456 -1.92630
C 3.90777 -0.52921 -1.22217
C 5.24349 -0.59179 -1.59391
C 5.62990 -1.36392 -2.68215
C 4.67447 -2.03886 -3.42987
C 3.33566 -1.97226 -3.06841
C 0.34808 -2.65935 -1.30529
C -0.67946 -2.68675 -0.36472
C -1.42057 -3.83870 -0.15431
C -1.11620 -4.98949 -0.86733
C -0.07589 -4.98276 -1.78840
C 0.65115 -3.82350 -2.01178
P -0.98975 0.36780 -2.75039
C -2.27483 -0.88620 -2.84516
C -3.34288 -0.78176 -1.95125
C -4.36564 -1.71842 -1.98493
C -4.31382 -2.76570 -2.89439
C -3.24467 -2.87943 -3.77652
C -2.22593 -1.93990 -3.75711
C -1.30162 1.64386 -3.97627
C -2.04943 1.39321 -5.12340
C -2.14265 2.37324 -6.10285
C -1.50804 3.59952 -5.93253
C -0.78672 3.86442 -4.77651
C -0.68271 2.88717 -3.79527
H 2.02338 2.52285 -6.68839
H 1.23046 2.10922 -8.99968
H -0.22494 -1.60987 -8.03233
H 0.50039 -1.38851 -5.65986
H 3.60539 0.09678 -0.39268
H 5.98421 -0.03685 -1.03289
H 6.67406 -1.42383 -2.96022
H 4.96933 -2.61078 -4.29976
H 2.59805 -2.47428 -3.68066
H -0.90143 -1.81356 0.24437
H -2.21669 -3.84320 0.57869
H -1.67697 -5.89806 -0.69118
H 0.17296 -5.88368 -2.33358
H 1.45766 -3.84935 -2.72791
H -3.38042 0.02979 -1.23269
H -5.20086 -1.62968 -1.30317
H -5.10908 -3.49924 -2.91704
H -3.20987 -3.69795 -4.48319
H -1.38630 -2.03489 -4.43628
H -2.55329 0.44369 -5.25486
H -2.71629 2.18039 -7.00007
H -1.59191 4.35836 -6.69959
H -0.32297 4.83133 -4.63206
H -0.15209 3.10147 -2.87270
S -0.00305 0.66068 1.86323
C -1.36864 1.68120 1.58060
N -1.66908 1.82516 0.30406
C -2.80862 2.62343 0.11275
C -3.40595 2.96644 -1.09361
C -4.53975 3.75740 -1.06494
C -5.07706 4.20313 0.14609
C -4.48445 3.87075 1.34866
C -3.34243 3.07635 1.31657
S -2.40427 2.49035 2.66956
H -2.99038 2.62599 -2.03383
H -5.01863 4.03712 -1.99357
H -5.97007 4.81274 0.14391
H -4.89754 4.21499 2.28750
C 1.23584 -3.97096 2.75066
C 1.55953 -2.49507 2.97744
As 2.56242 -1.68267 1.49219
C 3.95919 -3.03832 1.23265
C 3.62263 -4.12359 0.21296
C 3.76506 -0.48890 2.50300
C 3.15827 0.69156 3.24841
H 0.61104 -4.34960 3.56062
H 2.13635 -4.58313 2.72302
H 0.69396 -4.12768 1.81563
H 2.16488 -2.36871 3.87791
H 0.64618 -1.91631 3.11432
H 4.15448 -3.47168 2.21613
H 4.86045 -2.49689 0.94150
H 2.67915 -4.62118 0.43747
H 4.40263 -4.88631 0.19540
H 3.54625 -3.71034 -0.79534
H 4.52568 -0.15042 1.79528
H 4.26683 -1.15557 3.20890
H 2.72231 1.42591 2.57027
H 3.93071 1.19817 3.82827
H 2.37992 0.37563 3.94487
*
```

(2)
Formula: C6H12O
Source: the OMol25 dataset
Level of theory: ωB97M-V with the def2-TZVPD basis set

Calculated values
Frontier orbital gap = 10.68 eV
HOMO level = -9.68 eV
LUMO = 0.99 eV
SMILES string = CCC[C@H]1C[C@H]1O

Geometry as ORCA input:
```
! wB97M-V def2-TZVPD RIJCOSX def2/J DEFGRID3
* xyz 0 1
C -2.54616 0.29455 -0.53427
C -1.36575 0.60175 0.40360
C -0.39552 -0.59897 0.47714
C 1.06935 -0.28074 0.81009
C 2.23975 -0.99429 0.14104
C 1.91687 0.41237 -0.22710
O 1.38808 0.57806 -1.51238
H -2.19388 0.07550 -1.55145
H -3.10256 -0.58403 -0.18442
H -3.26314 1.12226 -0.59336
H -1.74906 0.79488 1.41235
H -0.87068 1.53939 0.09218
H -0.40508 -1.10507 -0.49232
H -0.76922 -1.34300 1.19688
H 1.27459 0.00518 1.84267
H 2.04938 -1.73945 -0.62795
H 3.15776 -1.17317 0.69964
H 2.60108 1.20159 0.08965
H 0.71408 1.26703 -1.46217
*
```

(3)
Formula: C6H8ClNO
Source: the OMol25 dataset
Level of theory: ωB97M-V with the def2-TZVPD basis set

Calculated values
Frontier orbital gap = 9.64 eV
HOMO level = -9.62 eV
LUMO = 0.02 eV

Geometry as ORCA input:
```
! wB97M-V def2-TZVPD RIJCOSX def2/J DEFGRID3
* xyz 0 1
C -0.06812 -1.17726 1.68639
C 0.38500 -0.20095 2.16428
C -0.19497 1.76840 -0.70465
C -0.62784 -2.35850 1.18509
C -1.14159 0.97800 -1.64089
C 2.29982 1.74537 -0.39685
N 1.15140 1.14841 -0.87802
O -0.50872 2.60355 0.05995
Cl 3.46987 0.40574 -0.30225
H 0.19433 -3.16018 0.84874
H -1.12088 -2.20632 0.22988
H -1.32073 -2.94257 1.94528
H -2.17259 1.28168 -1.41528
H -0.90896 1.23540 -2.73857
H -0.92346 -0.09745 -1.38609
H 0.43649 0.79286 2.58356
H 1.05098 0.18383 -1.24056
*
```

(4)
Formula: C16H14N6O2S5
Source: the OMol25 dataset
Level of theory: ωB97M-V with the def2-TZVPD basis set

Calculated values
Frontier orbital gap = 8.10 eV
HOMO level = -8.37 eV
LUMO = -0.27 eV
SMILES string = Cc1csc(NC(=O)CSc2nsc(SCC(=O)Nc3nc(C)cs3)c2C#N)n1

Geometry as ORCA input:
```
! wB97M-V def2-TZVPD RIJCOSX def2/J DEFGRID3
* xyz 0 1
C 6.46957 0.99297 -0.30634
C 5.34890 0.11637 0.12951
C 5.38010 -1.23839 0.23967
S 3.85897 -1.85614 0.76385
C 3.28170 -0.20381 0.79426
N 4.15469 0.68090 0.45938
N 1.99099 0.03815 1.18706
C 1.23825 1.15602 1.01596
O 0.10101 1.19200 1.45625
C 1.84819 2.29524 0.24004
H 2.24459 3.04351 0.92733
H 2.65394 1.95528 -0.40814
S 0.56753 3.18731 -0.72189
C -0.43755 1.87368 -1.28032
N -1.72510 2.08791 -1.37946
S -2.54709 0.76993 -1.84718
C -1.13706 -0.22723 -1.89789
C -0.02544 0.54496 -1.61224
C 1.28571 0.06550 -1.72955
N 2.35634 -0.31909 -1.87956
S -1.14290 -1.95488 -2.21230
C -1.80714 -2.53065 -0.59082
C -1.08629 -1.77095 0.49084
O 0.07981 -1.97033 0.77600
N -1.76383 -0.76744 1.12064
C -3.07073 -0.36970 1.03184
N -4.02665 -0.97071 0.40983
C -5.20961 -0.30426 0.52331
C -5.14266 0.83576 1.25964
S -3.54305 1.11050 1.84406
H -5.92902 1.52432 1.48974
C -6.41825 -0.85674 -0.14605
H -7.28142 -0.22946 0.05425
H -6.25318 -0.91029 -1.22074
H -6.61218 -1.86535 0.21399
H -1.15599 -0.13236 1.65380
H -1.54472 -3.58640 -0.55694
H -2.88403 -2.37421 -0.55982
H 1.45761 -0.78823 1.47514
H 6.19657 -1.90230 0.04356
H 6.20648 1.48782 -1.23958
H 7.37302 0.40890 -0.45319
H 6.64992 1.76189 0.44207
*
```

(5)
Formula: C4H7NO3
Source: the OMol25 dataset
Level of theory: ωB97M-V with the def2-TZVPD basis set

Calculated values
Frontier orbital gap = 9.54 eV
HOMO level = -9.07 eV
LUMO = 0.46 eV
SMILES string = OC1(O)CC1.N=C=O

Geometry as ORCA input:
```
! wB97M-V def2-TZVPD RIJCOSX def2/J DEFGRID3
* xyz 0 1
C 0.39454 0.48355 -1.07372
C 0.80689 0.85615 0.30449
C 1.70141 -0.08655 -0.45053
O 0.49052 1.47076 -2.03545
O -0.64821 -0.38663 -1.31056
H 0.42173 1.05670 -2.90483
H 1.15762 1.86698 0.44314
H 2.65120 0.28757 -0.80060
H 1.67726 -1.13399 -0.19866
N -2.02779 -1.23793 1.14593
C -1.66151 -0.84654 2.22317
O -1.42388 -0.31950 3.22484
H -2.47954 -2.07767 0.85661
H -1.27075 -0.39760 -0.55670
H 0.21052 0.46470 1.13288
*
```

(6)
Formula: CHFLaO2
Source: the OMol25 dataset
Level of theory: ωB97M-V with the def2-TZVPD basis set

Calculated values
Frontier orbital gap = 8.88 eV
HOMO level = -25.39 eV
LUMO = -16.51 eV

Geometry as ORCA input:
```
! wB97M-V def2-TZVPD RIJCOSX def2/J DEFGRID3
* xyz 3 1
F 1.09150 -1.13261 -2.45655
O -0.56571 -0.09889 -1.31303
La -2.48970 -0.36604 0.30666
O 0.81372 0.11917 -0.72469
C 1.67073 -0.40121 -1.43188
H 2.72079 -0.53561 -1.15474
*
```

(7)
Formula: C5H8N
Source: the OMol25 dataset
Level of theory: ωB97M-V with the def2-TZVPD basis set

Calculated values
Frontier orbital gap = 12.05 eV
HOMO level = -15.60 eV
LUMO = -3.55 eV

Geometry as ORCA input:
```
! wB97M-V def2-TZVPD RIJCOSX def2/J DEFGRID3
* xyz 1 1
C 0.95420 1.36728 -0.56721
C -0.71703 0.01856 1.44606
C 1.15355 0.16357 0.23897
C -0.05328 0.98263 0.54933
C -0.81419 -1.18898 -0.92833
N -0.10355 -0.51813 0.13722
H 1.46020 2.18089 -0.17717
H 0.62154 1.50830 -1.67105
H -0.26715 -0.17544 2.33563
H -1.75465 0.03379 1.49339
H 2.40188 -0.12475 0.83391
H 0.04472 -1.55523 -1.45643
H -1.49617 -2.02766 -0.62533
H -1.43007 -0.66482 -1.60899
*
```

(8)
Formula: C19H19ClN2O6S
Source: the OMol25 dataset
Level of theory: ωB97M-V with the def2-TZVPD basis set

Calculated values
Frontier orbital gap = 8.20 eV
HOMO level = -7.69 eV
LUMO = 0.51 eV
SMILES string = O=C(COc1ccc(S(=O)(=O)N2CCCC2)cc1Cl)Nc1ccc2c(c1)OCO2

Geometry as ORCA input:
```
! wB97M-V def2-TZVPD RIJCOSX def2/J DEFGRID3
* xyz 0 1
O -4.49885 -0.26118 2.06105
C -4.29550 -0.65966 0.93906
N -3.91433 0.09877 -0.12317
C -3.06975 1.22344 -0.07929
C -2.90551 1.97924 1.07012
C -1.95527 2.99739 1.12778
C -1.19286 3.22330 0.00941
C -1.38245 2.48007 -1.16076
C -2.31557 1.48032 -1.23401
H -2.44572 0.90474 -2.13590
O -0.52420 2.91682 -2.12224
C 0.31641 3.85800 -1.48158
O -0.20264 4.13899 -0.19766
H 0.34871 4.78257 -2.07456
H 1.32507 3.42636 -1.38250
H -1.81759 3.57867 2.02312
H -3.50439 1.75852 1.93717
H -3.89785 -0.37501 -1.01881
C -4.38805 -2.15349 0.57466
O -3.36227 -2.51900 -0.33546
C -2.11630 -2.02040 -0.10096
C -1.63159 -1.66342 1.15493
C -0.40067 -1.04197 1.27579
C 0.35680 -0.79065 0.15038
C -0.07199 -1.18534 -1.10240
C -1.30227 -1.80148 -1.22424
Cl -1.89892 -2.25293 -2.77568
H 0.53754 -0.97692 -1.96575
S 1.89502 0.11532 0.27297
O 1.82419 1.26897 -0.57615
O 2.18766 0.32487 1.66354
N 2.93224 -0.98893 -0.45836
C 4.14003 -0.41670 -1.03880
H 3.96781 0.64673 -1.19904
H 4.31014 -0.89369 -2.00810
C 5.29645 -0.70915 -0.05988
H 6.05344 -1.32343 -0.54720
H 5.76900 0.20764 0.28544
C 4.63850 -1.47316 1.09602
H 5.27592 -2.25666 1.50009
H 4.35974 -0.78698 1.89501
C 3.36040 -2.02565 0.46243
H 2.56776 -2.21589 1.18448
H 3.55852 -2.93544 -0.11194
H -0.02749 -0.72783 2.23712
H -2.22655 -1.83747 2.03680
H -5.32637 -2.37610 0.05952
H -4.34642 -2.74220 1.49756
*
```

How do the records compare in energy above the lowest of the compared OMol25 structures with the same formula, charge and spin? In the order shown, they have 36.39; 29.90; 87.57; 0.00; 56.23; 0.00; 166.79; 25.30 kcal per mole.
How do the records compare in molecular weight? In the order shown, they have 1017.505; 100.161; 145.589; 482.663; 117.104; 202.921; 82.126; 438.889 g/mol.